No. 1
The following is a DFT calculation (ωB97M-V/def2-TZVPD) of one molecule with the formula C4H8N2S.

Summary:
Gap between HOMO and LUMO in eV: 9.12
LUMO in eV: 0.8
Largest force on an atom in eV/Å: 0.98
Energy above the lowest of the compared OMol25 structures with the same formula, charge and spin in kJ/mol: 145.1
Total charge: 0

Structure (XYZ):
```
15
Properties=species:S:1:pos:R:3:forces:R:3
C -2.287 0.058 0.161 -0.130 0.240 -0.313
N -0.967 0.048 -0.472 0.023 0.123 0.115
C -0.176 1.192 -0.385 -0.918 0.099 -0.080
N 1.076 1.311 -0.342 0.717 -0.120 0.303
C 1.942 0.148 -0.226 0.485 -0.243 -0.158
C 1.278 -1.104 0.391 -0.491 0.849 0.047
S -0.204 -1.481 -0.594 0.187 0.039 -0.049
H -2.712 1.071 0.119 0.211 -0.208 -0.086
H -2.221 -0.231 1.206 -0.073 -0.159 0.192
H -2.979 -0.611 -0.371 0.327 0.153 0.195
H -0.775 2.118 -0.383 0.114 -0.389 0.015
H 2.312 -0.069 -1.254 -0.120 -0.140 0.692
H 2.840 0.413 0.388 -0.730 -0.018 -0.437
H 1.948 -1.963 0.334 -0.165 0.018 0.168
H 0.925 -0.900 1.428 0.560 -0.245 -0.603
```
Forces are in eV/Å.

---

No. 2
The following is a DFT calculation (ωB97M-V/def2-TZVPD) of a 8-piece molecular cluster, C16H50N2O12 overall.

Summary:
Gap between HOMO and LUMO in eV: 8.55
LUMO in eV: 0.0
Largest force on an atom in eV/Å: 2.78
Energy above the lowest of the compared OMol25 structures with the same formula, charge and spin in kJ/mol: 264.6
Total charge: 0

Structure (XYZ):
```
80
Properties=species:S:1:pos:R:3:forces:R:3
C -0.919 -0.522 -6.278 -0.334 -0.473 -0.289
O 0.072 -1.486 -6.499 0.621 0.063 -0.482
C 0.446 -2.149 -5.318 0.400 -0.254 0.152
C -0.537 -3.278 -5.074 0.763 -0.546 0.078
N -0.127 -4.177 -3.946 -1.378 -0.333 -0.527
C -1.272 -5.070 -3.662 -1.083 0.859 0.232
C -1.658 -6.027 -4.782 -0.267 0.874 0.023
O -0.604 -6.915 -5.018 -0.654 -0.844 0.282
C -1.038 -8.086 -5.708 1.574 0.308 -0.112
H -0.483 0.291 -5.697 -0.452 0.263 0.104
H -1.766 -1.019 -5.806 -0.198 0.477 0.523
H -1.308 -0.197 -7.243 0.359 0.271 -0.016
H 0.572 -1.478 -4.468 -0.497 0.324 0.205
H 1.463 -2.512 -5.463 -0.037 -0.407 -0.252
H -0.612 -3.785 -6.036 0.230 -0.382 -0.098
H -1.551 -2.895 -4.957 0.056 0.064 0.715
H 0.512 -4.874 -4.300 0.932 0.414 -0.291
H -2.123 -4.422 -3.451 -0.296 0.154 -0.320
H -1.222 -5.591 -2.706 0.828 -0.351 -0.099
H -1.885 -5.533 -5.727 0.060 0.542 -0.123
H -2.623 -6.466 -4.530 0.080 -0.750 0.384
H -1.779 -8.677 -5.169 -0.083 0.163 0.118
H -0.098 -8.629 -5.804 -0.278 -0.504 -0.057
H -1.360 -7.859 -6.724 -0.370 0.143 -0.034
C -0.186 9.132 5.942 0.159 0.346 -0.061
O -0.036 7.748 6.117 0.557 0.028 1.366
C -0.247 7.084 4.900 0.430 -0.861 -0.033
C 0.012 5.576 5.089 -0.831 2.029 -0.468
N -0.971 5.090 5.997 -0.902 0.583 -0.160
C -0.601 3.855 6.613 -0.243 -0.284 -0.951
C -0.496 2.703 5.553 1.294 0.189 2.449
O 0.837 2.667 4.967 -1.818 0.229 -0.287
C 0.941 1.588 4.063 0.566 -0.034 -0.190
H 0.675 9.520 5.397 -0.283 0.047 -0.952
H -0.127 9.773 6.821 -0.304 -0.884 0.769
H -1.171 9.267 5.494 0.159 0.677 -0.463
H 0.503 7.397 4.173 -0.242 0.488 -0.396
H -1.278 7.309 4.629 -0.070 -0.218 -0.727
H 1.016 5.558 5.513 0.474 -0.666 -0.401
H -0.153 5.125 4.110 0.791 -0.264 -0.009
H -1.076 5.858 6.644 -0.299 -0.375 0.701
H -1.386 3.591 7.321 0.072 -0.183 0.075
H 0.335 4.025 7.145 0.402 -0.761 0.174
H -1.374 2.663 4.908 0.384 0.468 -0.701
H -0.593 1.828 6.195 0.107 -0.597 -0.144
H 0.135 1.539 3.331 -0.356 0.080 0.123
H 1.018 0.640 4.597 -0.186 -0.205 0.081
H 1.853 1.700 3.477 0.133 0.164 0.186
O -2.391 1.926 -0.102 -0.120 0.357 0.370
C -1.751 3.041 -0.698 -0.776 0.775 -0.710
C -2.688 4.306 -0.734 0.241 -0.863 0.383
O -2.192 5.258 -1.645 0.351 0.389 -0.013
H -1.756 1.208 -0.049 0.117 -0.080 0.019
H -0.829 3.357 -0.211 0.064 -0.186 0.343
H -1.479 2.774 -1.719 -0.031 0.188 -0.297
H -2.698 4.766 0.254 0.214 0.089 0.022
H -3.740 4.104 -0.938 0.029 -0.595 -0.176
H -2.546 5.104 -2.524 -0.030 -0.169 0.053
O 5.770 -1.665 1.672 -0.363 0.823 1.019
C 6.186 -2.366 0.562 0.230 -0.880 -1.086
C 5.888 -1.626 -0.769 0.542 -0.173 0.306
O 6.850 -0.591 -0.979 0.439 0.191 0.369
H 6.313 -0.876 1.736 0.024 0.170 0.093
H 7.225 -2.678 0.668 0.669 0.735 -0.480
H 5.773 -3.370 0.657 -0.987 0.136 -0.537
H 4.925 -1.115 -0.760 -0.379 -0.673 0.253
H 5.969 -2.296 -1.625 -0.262 -0.289 0.060
H 6.390 0.206 -1.252 0.075 -0.042 0.001
O -4.442 -1.644 -1.637 -0.104 -0.001 -0.247
H -3.900 -0.974 -1.219 0.120 0.265 0.103
H -4.276 -2.438 -1.128 0.004 -0.278 0.158
O 1.070 -4.159 2.093 -0.171 0.207 -0.168
H 1.554 -4.826 1.607 0.163 -0.156 -0.157
H 0.931 -4.545 2.958 -0.023 -0.025 0.266
O 0.258 -1.426 -0.697 -0.120 0.340 0.028
H 0.063 -2.065 -1.383 -0.056 -0.232 -0.318
H 0.717 -1.929 -0.025 0.131 -0.146 0.279
O -3.265 -4.974 0.863 -0.174 0.107 -0.176
H -2.484 -4.508 1.161 0.250 0.176 0.075
H -3.175 -5.853 1.230 -0.036 -0.232 0.068
```
Forces are in eV/Å.

---

No. 3
The following is a DFT calculation (ωB97M-V/def2-TZVPD) of C41H42As2BCaN8OP as an isolated structure.

Summary:
Gap between HOMO and LUMO (spin up / spin down) in eV: 6.42 / 8.50
LUMO (spin up / spin down) in eV: -2.1 / -2.4
Largest force on an atom in eV/Å: 2.11
Energy above the lowest of the compared OMol25 structures with the same formula, charge and spin in kJ/mol: 0.0
Total charge: +1
Spin multiplicity: 2

Structure (XYZ):
```
97
Properties=species:S:1:pos:R:3:forces:R:3
Ca 0.547 0.124 1.327 0.524 1.446 -1.425
C -2.714 -2.384 1.450 0.118 0.030 0.044
C -2.367 -1.037 1.478 -0.318 -0.126 -0.004
N -1.215 -0.871 2.123 -1.078 0.300 0.374
N -0.807 -2.087 2.515 -0.199 -0.821 0.284
C -1.681 -3.018 2.115 -0.489 -0.032 -0.292
B 0.530 -2.285 3.241 0.077 -0.211 0.059
N 0.880 -1.030 4.064 -0.248 -0.230 0.465
C 0.770 -0.878 5.396 0.009 0.312 0.294
C 1.484 0.241 5.764 0.004 -0.105 -0.102
C 2.002 0.726 4.560 0.068 -0.102 0.242
N 1.618 -0.040 3.548 0.484 0.581 -0.579
N 1.639 -2.478 2.174 0.162 -0.666 0.398
C 2.489 -3.509 2.066 0.236 -0.124 -0.240
C 3.293 -3.294 0.966 -0.032 0.021 -0.034
C 2.847 -2.081 0.447 0.229 -0.108 0.028
N 1.855 -1.605 1.187 1.016 -0.606 -0.490
N 0.535 -3.472 4.176 0.300 0.054 0.327
C 1.504 -3.752 5.089 0.058 -0.192 0.106
C 1.177 -4.932 5.703 0.149 0.185 -0.061
C -0.025 -5.317 5.092 0.169 0.153 -0.017
N -0.392 -4.439 4.184 -0.655 -0.296 -0.306
H -3.583 -2.835 1.015 -0.134 -0.079 -0.043
H -2.901 -0.181 1.084 0.105 -0.081 0.035
H -1.529 -4.050 2.358 0.009 -0.087 0.004
H 0.209 -1.557 6.005 -0.082 -0.210 0.030
H 1.612 0.639 6.750 0.038 0.042 0.151
H 2.662 1.562 4.405 -0.063 0.116 -0.111
H 2.482 -4.331 2.753 -0.084 -0.115 0.169
H 4.084 -3.917 0.605 0.141 -0.142 -0.083
H 3.194 -1.546 -0.422 0.013 0.061 -0.032
H 2.349 -3.106 5.230 0.143 0.138 0.034
H 1.720 -5.435 6.475 0.138 -0.109 0.173
H -0.621 -6.187 5.274 -0.188 -0.196 0.033
O -0.030 -2.583 -0.476 0.167 -0.412 -0.783
C 0.540 -2.770 -1.483 -0.835 0.108 1.573
C 1.138 -2.890 -2.664 0.470 0.167 -1.033
C 1.673 -4.112 -3.186 -0.048 -0.194 0.258
C 2.154 -4.154 -4.462 -0.030 -0.004 0.093
C 2.123 -3.022 -5.281 0.033 -0.005 -0.183
C 1.667 -1.814 -4.775 -0.081 0.019 0.103
C 1.212 -1.694 -3.479 0.163 0.107 0.383
P 0.580 -0.151 -2.710 -0.066 -0.285 -0.877
C 1.283 1.053 -3.905 0.057 0.053 0.347
C 0.554 2.067 -4.515 -0.031 -0.112 0.079
C 1.175 2.956 -5.377 0.021 0.068 -0.099
C 2.528 2.839 -5.646 -0.013 0.024 -0.011
C 3.271 1.854 -5.012 0.097 0.027 0.009
C 2.660 0.985 -4.130 -0.073 0.062 0.102
C -1.148 -0.438 -3.291 0.132 0.177 0.301
C -2.093 -0.816 -2.341 0.218 0.029 0.006
C -3.374 -1.164 -2.730 -0.096 -0.053 0.000
C -3.723 -1.133 -4.069 -0.038 -0.041 0.053
C -2.784 -0.765 -5.020 0.043 0.032 -0.099
C -1.499 -0.426 -4.637 -0.045 0.037 0.057
H 1.680 -4.984 -2.554 0.011 -0.165 0.035
H 2.563 -5.075 -4.846 0.013 -0.163 -0.018
H 2.460 -3.079 -6.303 0.082 -0.019 -0.098
H 1.685 -0.941 -5.411 0.015 0.017 -0.033
H -0.505 2.164 -4.329 -0.100 -0.012 -0.021
H 0.594 3.733 -5.850 -0.045 0.060 -0.047
H 3.005 3.512 -6.342 0.029 0.076 -0.044
H 4.329 1.757 -5.209 0.076 0.038 -0.002
H 3.252 0.230 -3.628 0.016 -0.049 -0.041
H -1.819 -0.839 -1.292 -0.050 -0.041 -0.033
H -4.096 -1.468 -1.987 -0.118 -0.038 0.093
H -4.719 -1.411 -4.376 -0.135 -0.014 -0.032
H -3.049 -0.756 -6.066 -0.042 0.012 -0.100
H -0.771 -0.153 -5.386 0.064 -0.008 -0.073
C -1.039 2.068 4.049 -0.132 -0.106 0.178
As 0.000 2.586 2.474 -0.462 1.839 0.935
C 1.203 3.967 3.217 0.107 -0.175 -0.089
C -1.372 3.794 1.781 0.044 -0.137 -0.154
C -1.742 4.902 2.536 0.235 -0.040 0.143
C -2.780 5.723 2.137 -0.006 -0.026 -0.004
C -3.490 5.399 0.994 0.007 0.046 0.006
C -3.122 4.302 0.234 -0.119 -0.106 -0.242
C -2.039 3.505 0.589 0.080 -0.076 0.262
As -1.319 2.075 -0.557 -0.289 0.882 -0.265
C -2.483 2.416 -2.116 0.027 -0.174 0.057
C 0.228 3.161 -1.121 0.288 -0.052 -0.038
H -1.496 2.947 4.511 0.104 -0.052 -0.176
H -0.412 1.570 4.787 -0.039 -0.028 -0.112
H -1.829 1.382 3.730 0.131 0.102 0.042
H 0.886 4.278 4.213 -0.040 -0.062 -0.102
H 1.197 4.831 2.547 -0.047 -0.131 0.072
H 2.223 3.591 3.276 -0.040 -0.016 0.022
H -1.204 5.136 3.450 -0.058 -0.002 -0.040
H -3.035 6.598 2.715 -0.050 0.032 0.058
H -4.322 6.011 0.685 -0.110 0.046 -0.055
H -3.697 4.076 -0.652 0.003 0.030 -0.056
H -2.469 3.477 -2.373 0.050 -0.064 0.121
H -3.508 2.101 -1.898 0.170 0.031 0.026
H -2.140 1.838 -2.971 -0.009 -0.005 0.095
H -0.097 4.086 -1.598 -0.083 -0.049 0.097
H 0.858 2.614 -1.825 -0.073 0.027 0.070
H 0.838 3.415 -0.245 -0.168 -0.034 -0.145
```
Forces are in eV/Å.

---

No. 4
The following is a DFT calculation (ωB97M-V/def2-TZVPD) of one molecule with the formula C6H9NO2S.

Summary:
Gap between HOMO and LUMO (spin up / spin down) in eV: 8.69 / 7.06
LUMO (spin up / spin down) in eV: 0.7 / -2.2
Largest force on an atom in eV/Å: 4.58
Energy above the lowest of the compared OMol25 structures with the same formula, charge and spin in kJ/mol: 150.0
Total charge: 0
Spin multiplicity: 3

Structure (XYZ):
```
19
Properties=species:S:1:pos:R:3:forces:R:3
C -2.075 -1.799 0.189 -2.063 -4.021 -0.760
C -0.364 -1.179 -1.297 -0.477 1.712 0.565
C 1.320 1.412 -0.891 2.692 3.109 1.317
C 1.037 -0.201 1.143 1.623 -1.441 -3.149
C -0.606 0.179 -0.739 -0.652 1.393 -1.085
C 0.374 0.778 0.189 0.590 0.684 -1.372
N -2.167 -0.788 0.845 -0.773 1.423 2.081
O 0.525 -1.562 -1.982 0.464 -0.062 -0.262
O -1.307 -2.075 -0.894 -0.173 -1.168 -0.359
S -0.343 2.085 1.253 -0.489 -0.637 0.812
H -2.762 -2.759 0.392 1.344 2.015 -0.186
H 0.863 2.275 -1.476 0.123 -1.216 0.802
H 1.783 0.730 -1.638 -0.574 0.065 0.855
H 2.234 1.984 -0.297 -1.974 -1.478 -1.387
H 0.304 -1.023 1.224 0.957 -0.070 0.400
H 1.138 0.305 2.049 0.792 0.196 1.524
H 2.084 -0.493 0.650 -2.294 0.119 1.457
H -1.405 0.933 -1.038 0.795 -1.796 0.054
H -0.632 1.198 2.318 0.090 1.173 -1.308
```
Forces are in eV/Å.

---

Question: What is the formula in the second record?
Answer: C16H50N2O12

---

Question: What is the formula in the third record?
Answer: C41H42As2BCaN8OP

---

Question: Among the records above, which one has the highest energy above the lowest of the compared OMol25 structures with the same formula, charge and spin?
Answer: C16H50N2O12

---

Question: The lowest energy above the lowest of the compared OMol25 structures with the same formula, charge and spin belongs to which entry?
Answer: C41H42As2BCaN8OP